Entry 1:
C4H10Cl2SSi in the gas phase at a distorted geometry, computed with the ωB97M-V functional and the def2-TZVPD basis.

Structure (XYZ):
```
18
Properties=species:S:1:pos:R:3:lowdin_charge:R:1
Cl -1.711 1.509 -3.035 0.2662
Cl 1.335 0.841 -1.762 0.3331
S -1.540 -0.700 -0.022 0.5859
Si -0.529 0.054 -2.163 -0.2829
C 0.999 1.137 2.759 -0.1088
C -0.404 -1.553 -3.091 -0.2926
C -0.075 0.854 1.743 -0.3371
C -0.106 -0.490 0.977 -0.6791
H -0.052 1.744 1.085 0.1032
H -1.331 -2.065 -3.449 0.0516
H 0.686 -0.331 0.345 -0.0524
H 0.017 -2.390 -2.489 0.0458
H 0.957 2.075 3.244 0.0621
H -1.036 0.911 2.229 0.0848
H -0.090 -1.413 1.607 0.0866
H 0.132 -1.584 -4.015 0.0124
H 1.978 0.954 2.477 0.0492
H 0.768 0.447 3.558 0.0718
```

Output
Frontier orbital gap = 9.13 eV
LUMO = 0.381 eV
Relative energy (zero: lowest compared OMol25 entry of this formula, charge and spin) = 55.01 kJ/mol
SMILES string = CCCS[Si](C)(Cl)Cl



Entry 2:
A molecular structure, C4H10Cl4Hg2O2 at a distorted geometry, computed with the ωB97M-V functional and the def2-TZVPD basis.

Structure (XYZ):
```
22
Properties=species:S:1:pos:R:3:mulliken_spin:R:1
Hg 1.627 2.250 -2.060 0.7234
Hg 0.780 -1.421 -2.185 0.5252
Cl -1.742 2.396 4.442 0.0000
Cl -2.107 -4.496 2.249 0.0001
Cl -1.493 -1.822 3.128 0.0001
Cl 0.896 1.484 3.797 0.0000
O -0.099 0.685 -1.437 0.2652
O 2.406 0.240 -2.990 -0.5027
C -2.278 -2.809 1.852 -0.0023
C 3.343 -0.142 -3.953 -0.0067
C -0.422 2.593 3.278 -0.0009
C -1.182 0.375 -0.555 -0.0007
H -1.236 -0.714 -0.528 0.0086
H 3.877 -0.998 -3.540 -0.0086
H 4.030 0.651 -4.247 -0.0284
H -1.859 -2.581 0.872 0.0059
H -0.068 3.621 3.355 -0.0001
H -1.211 0.745 0.470 0.0113
H -0.731 2.323 2.268 0.0008
H -3.350 -2.628 1.775 0.0001
H -2.055 0.719 -1.109 0.0133
H 2.876 -0.471 -4.881 -0.0037
```

Output
Charge = +1
2S+1 = 2
Frontier orbital gap (spin up / spin down) = 5.56 / 5.42 eV
LUMO (spin up / spin down) = -7.413 / -7.561 eV
⟨S²⟩ = 1.204



Entry 3:
A gas-phase ion, C4H10ClN2 (charge +1) at a distorted geometry, computed with the ωB97M-V functional and the def2-TZVPD basis.

Structure (XYZ):
```
17
Properties=species:S:1:pos:R:3:lowdin_charge:R:1
Cl -0.485 -0.934 1.998 0.5258
N -0.519 0.077 -0.579 -0.2350
N 1.610 0.068 0.436 0.0491
C 0.762 1.321 0.826 -0.0621
C -1.568 -0.694 -1.161 -0.0716
C 0.764 -0.548 -0.608 -0.1820
C -0.606 0.647 0.700 -0.3658
H 2.530 0.424 0.188 0.1834
H 0.946 1.498 1.884 0.1282
H -1.537 1.165 0.823 0.1355
H -1.673 -1.065 -2.196 0.1154
H 1.228 -0.293 -1.613 0.1719
H -2.462 -0.072 -1.082 0.1033
H 0.872 2.195 0.188 0.1469
H 1.457 -0.501 1.359 0.1126
H -1.859 -1.642 -0.699 0.0939
H 0.541 -1.648 -0.463 0.1504
```

Output
Charge = +1
Frontier orbital gap = 10.45 eV
LUMO = -3.510 eV
Relative energy (zero: lowest compared OMol25 entry of this formula, charge and spin) = 160.94 kJ/mol
SMILES string = CN1C[NH2+]C[C@@H]1Cl